[1]
Below is a cluster of 3 separate species, C4H9NO2 in total at a distorted geometry, with properties calculated with ωB97M-V with the def2-TZVPD basis set.

Computed properties:
Multiplicity   1
Relative energy (zero: lowest compared OMol25 entry of this formula, charge and spin)   5.724 eV
Total energy   -362.87520 hartree
Orbital gap   8.874 eV
Structure (SMILES)   CN1CC1=O.[H][H].C=O
Highest occupied orbital energy   -0.3177 hartree
F_max   1.08 eV Å⁻¹

Cartesian coordinates (Å):
C1 -1.582 0.771 -0.171
N1 -1.007 -0.562 0.127
C2 -0.702 -0.739 1.566
C3 0.347 -1.001 0.631
O1 1.237 -1.775 0.378
H1 -2.554 0.870 0.340
H2 -1.779 0.913 -1.239
H3 -0.960 1.607 0.179
H4 -1.102 -1.640 2.020
H5 -0.694 0.176 2.151
H6 -0.010 -0.550 -1.747
H7 0.522 -0.314 -2.216
C4 2.096 0.548 -0.523
O2 1.236 0.751 0.310
H8 2.478 1.414 -1.062
H9 2.472 -0.467 -0.745

Atomic partial charges in e from the natural (NBO) method, atoms 1 to 5:
1 C -0.42
2 N -0.50
3 C -0.35
4 C 0.73
5 O -0.60


[2]
Below is an isolated molecule of C4H9NO2, with properties calculated with ωB97M-V with the def2-TZVPD basis set.

Computed properties:
Multiplicity   1
Relative energy (zero: lowest compared OMol25 entry of this formula, charge and spin)   2.468 eV
Total energy   -362.99482 hartree
Orbital gap   9.844 eV
Highest occupied orbital energy   -0.3287 hartree
F_max   0.56 eV Å⁻¹

Cartesian coordinates (Å):
C1 1.482 0.786 0.927
C2 0.171 0.360 0.274
C3 0.232 0.535 -1.250
O1 -1.026 0.642 -1.866
N1 -0.081 -1.040 0.678
C4 -1.176 -1.793 0.647
O2 -2.173 -1.079 0.050
H1 1.450 0.625 2.010
H2 1.686 1.845 0.746
H3 2.320 0.208 0.519
H4 -0.656 0.977 0.646
H5 0.762 1.468 -1.476
H6 0.831 -0.292 -1.669
H7 -1.608 -0.015 -1.453
H8 0.706 -1.508 1.103
H9 -2.945 -1.658 0.055

Atomic partial charges in e from the natural (NBO) method, atoms 1 to 5:
1 C -0.62
2 C -0.10
3 C -0.06
4 O -0.73
5 N -0.62


[3]
Below is a structure of composition C4H9NO2 at a distorted geometry, with properties calculated with ωB97M-V with the def2-TZVPD basis set.

Computed properties:
Multiplicity   1
Relative energy (zero: lowest compared OMol25 entry of this formula, charge and spin)   7.208 eV
Total energy   -362.82066 hartree
Orbital gap   6.599 eV
Highest occupied orbital energy   -0.3225 hartree
F_max   6.16 eV Å⁻¹

Cartesian coordinates (Å):
C1 0.242 0.623 1.601
O1 -0.692 0.346 2.680
C2 -0.376 0.040 0.352
C3 1.007 -1.077 -0.601
C4 0.369 0.207 -0.901
N1 -0.715 0.087 -2.110
O2 0.867 1.456 -0.861
H1 0.413 1.660 1.512
H2 1.145 0.019 1.784
H3 -1.586 0.270 2.262
H4 -0.780 -0.920 0.649
H5 -1.433 0.607 0.161
H6 0.372 -1.931 -0.717
H7 2.057 -1.159 -0.570
H8 -0.671 -0.891 -2.453
H9 -0.219 0.662 -2.788

Atomic partial charges in e from the natural (NBO) method, atoms 1 to 5:
1 C -0.05
2 O -0.72
3 C -0.44
4 C -0.07
5 C 0.29


[4]
Below is a cluster of 2 separate species, C4H9NO2 in total, with properties calculated with ωB97M-V with the def2-TZVPD basis set.

Computed properties:
Multiplicity   1
Relative energy (zero: lowest compared OMol25 entry of this formula, charge and spin)   4.083 eV
Total energy   -362.93547 hartree
Orbital gap   11.284 eV
Structure (SMILES)   CON=C=O.CC
Highest occupied orbital energy   -0.3871 hartree
F_max   0.77 eV Å⁻¹

Cartesian coordinates (Å):
C1 3.095 -0.342 -0.852
O1 2.099 0.561 -1.312
N1 0.774 0.020 -1.026
C2 0.742 0.325 0.187
O2 0.773 0.594 1.314
H1 3.975 -0.087 -1.443
H2 3.319 -0.210 0.219
H3 2.775 -1.374 -1.030
C3 -2.453 0.739 0.744
C4 -1.935 -0.608 0.249
H4 -2.975 1.272 -0.057
H5 -3.146 0.611 1.581
H6 -1.638 1.382 1.095
H7 -1.343 -1.119 1.018
H8 -2.747 -1.278 -0.042
H9 -1.315 -0.487 -0.643

Atomic partial charges in e from the natural (NBO) method, atoms 1 to 5:
1 C -0.28
2 O -0.37
3 N -0.35
4 C 0.87
5 O -0.46


[5]
Below is an isolated molecule of C4H9NO2, with properties calculated with ωB97M-V with the def2-TZVPD basis set.

Computed properties:
Multiplicity   1
Relative energy (zero: lowest compared OMol25 entry of this formula, charge and spin)   0.401 eV
Total energy   -363.07079 hartree
Orbital gap   11.337 eV
Structure (SMILES)   CCCOC(N)=O
Highest occupied orbital energy   -0.3824 hartree
F_max   0.82 eV Å⁻¹

Cartesian coordinates (Å):
C1 0.821 1.867 -1.097
C2 1.349 0.542 -0.510
C3 0.560 0.191 0.760
O1 -0.026 -1.120 0.639
C4 -1.372 -1.186 0.832
N1 -1.836 -2.358 0.308
O2 -2.050 -0.336 1.374
H1 0.853 2.672 -0.349
H2 1.372 2.227 -1.976
H3 -0.233 1.744 -1.395
H4 1.204 -0.301 -1.194
H5 2.429 0.611 -0.310
H6 1.182 0.220 1.660
H7 -0.256 0.901 0.900
H8 -2.791 -2.646 0.456
H9 -1.207 -3.028 -0.097

Atomic partial charges in e from the natural (NBO) method, atoms 1 to 5:
1 C -0.61
2 C -0.43
3 C -0.08
4 O -0.53
5 C 0.88


[6]
Below is a cluster of 2 separate species, C4H9NO2 in total, with properties calculated with ωB97M-V with the def2-TZVPD basis set.

Computed properties:
Multiplicity   1
Relative energy (zero: lowest compared OMol25 entry of this formula, charge and spin)   2.552 eV
Total energy   -362.99174 hartree
Orbital gap   10.743 eV
Structure (SMILES)   [H]/N=C/CO.CC=O
Highest occupied orbital energy   -0.3659 hartree
F_max   0.49 eV Å⁻¹

Cartesian coordinates (Å):
H1 0.168 -2.448 0.387
N1 -0.531 -1.705 0.348
C1 -0.159 -0.690 1.014
C2 -1.102 0.493 1.090
O1 -2.296 0.128 1.742
H2 0.797 -0.639 1.555
H3 -0.652 1.309 1.657
H4 -1.291 0.853 0.069
H5 -2.605 -0.654 1.264
C3 1.511 0.824 -0.942
C4 0.541 -0.004 -1.755
O2 -0.530 0.406 -2.127
H6 2.270 0.206 -0.451
H7 0.986 1.429 -0.197
H8 2.010 1.516 -1.628
H9 0.883 -1.023 -2.028

Atomic partial charges in e from the natural (NBO) method, atoms 1 to 5:
1 H 0.34
2 N -0.62
3 C 0.12
4 C -0.15
5 O -0.70


- What is the total energy in the first record?
  -362.87520 hartree